Here is C10H21F3IIrO5P2S as an isolated structure in a non-equilibrium geometry from OMol25. Energies are from the ωB97M-V functional and the def2-TZVPD basis.

Structure (XYZ):
```
44
Properties=species:S:1:pos:R:3:forces:R:3
C 0.877208 -1.569482 -3.273085 -0.3 -0.3 -0.5
C -0.435260 -1.380328 -2.559871 1.3 4.2 -1.4
H 1.225430 -0.590144 -3.627513 -0.3 -0.3 -0.2
H 0.636864 -2.243130 -4.123464 0.4 0.3 0.2
H 1.682909 -2.016471 -2.668663 -0.7 -0.1 0.0
O -1.072367 -0.345381 -2.561408 0.8 -3.2 0.5
I -1.009066 -2.828446 -1.186411 -0.9 -1.0 0.8
Ir 0.306871 1.550782 0.861239 -2.3 -0.5 -1.3
P 2.235101 0.511318 0.594915 4.6 -3.2 -0.2
C 3.488837 1.727028 1.179472 -0.8 0.8 0.2
C 2.467962 -1.001507 1.598884 -0.4 0.4 0.2
H 3.536756 -1.242421 1.670551 -0.2 0.1 0.0
H 4.196075 0.194323 -0.865092 -0.5 0.0 0.1
H 1.951648 -1.821473 1.082156 0.1 0.1 0.3
H 3.064964 -1.171703 -1.020080 -0.1 0.4 0.2
H 3.233217 2.066303 2.194959 0.3 0.0 -0.3
H 2.043199 -0.848892 2.594676 0.1 -0.3 -0.1
C 3.127302 -0.075439 -0.928493 -0.6 0.2 -0.6
H 4.470189 1.237441 1.161587 -0.3 0.0 0.1
H 2.699438 0.390046 -1.823901 0.3 -0.1 0.0
H 3.487858 2.584950 0.480646 0.1 -0.3 0.4
P -3.049334 0.533244 0.388233 -3.6 -0.7 0.6
C -4.068608 1.910397 0.917439 0.7 0.1 -0.1
C -3.733688 -0.027939 -1.169593 0.4 0.1 -0.2
H -2.946219 -1.737879 1.110897 -0.1 0.1 0.3
H -4.448137 -0.924611 1.661890 0.3 0.0 0.0
H -2.883241 -0.597290 2.496667 -0.2 -0.2 -0.1
C -3.361081 -0.814855 1.536838 0.5 0.2 0.0
H -3.635704 -1.115636 -1.236866 -0.2 0.1 -0.1
H -4.790364 0.261112 -1.238647 0.3 -0.1 0.0
H -5.118596 1.615946 0.794027 0.2 0.1 0.1
H -3.838591 2.766345 0.268906 -0.2 -0.1 0.2
H -3.147248 0.416292 -1.974518 -0.4 0.1 -0.1
H -3.831943 2.147121 1.962147 -0.2 0.1 -0.2
C 0.759587 2.966480 -0.271961 0.7 6.3 -5.6
O 0.982258 3.794106 -1.068730 -0.7 -3.6 3.5
F 0.342996 2.236169 5.348477 0.1 -0.5 -1.8
C 0.918779 1.985808 4.163257 2.4 1.2 3.5
F 1.619708 3.097630 3.814280 -1.2 -1.5 -0.5
F 1.804810 0.964386 4.342873 -1.5 1.1 -1.1
S -0.431223 1.522882 2.921494 -1.8 -1.3 3.7
O -0.696678 0.110806 3.194543 0.3 0.9 -0.3
O -1.502751 2.500741 3.054197 0.6 0.0 -0.2
O -1.591966 0.891770 0.214245 3.1 0.6 -0.1
```
Positions in Å, forces in eV/Å.

Values from the calculation:
Charge: +3
Molecular weight (g mol⁻¹): 691.4
Multiplicity: 6
HOMO (spin up / spin down) (eV): -18.50 / -20.56
Gap between HOMO and LUMO (spin up / spin down) (eV): 8.01 / 5.61
ΔE to the lowest compared entry with this formula, charge and spin (eV): 0.000
⟨S²⟩: 8.778
Energy (eV): -69418.2805
LUMO level (spin up / spin down) (eV): -10.49 / -14.95

---

Here is C10H21IInNO2P2 as an isolated structure in a non-equilibrium geometry from OMol25. Energies are from the ωB97M-V functional and the def2-TZVPD basis.

Structure (XYZ):
```
38
Properties=species:S:1:pos:R:3:forces:R:3
C 0.029650 -0.800807 -2.882995 0.1 -1.7 -0.9
C -0.018404 0.305556 -1.917314 -0.4 5.1 -2.4
H 0.056012 -0.374069 -3.910477 0.0 0.0 0.7
H -0.862327 -1.451467 -2.809260 0.4 0.3 0.2
H 0.921824 -1.438528 -2.753497 -0.4 0.3 0.2
O -0.091343 1.476947 -2.152303 0.3 -3.8 1.7
I -0.018027 -2.260441 2.283138 0.0 1.0 -0.6
In 0.021577 -0.064935 0.454834 0.0 -0.3 2.0
P 2.630102 -0.304671 0.225522 2.5 0.1 0.0
C 3.386085 1.268883 0.807998 -0.9 0.2 -0.1
C 3.448495 -1.538832 1.310925 -0.9 -0.2 0.0
H 4.499486 -1.665610 1.053521 0.0 0.3 -0.2
H 4.553174 -0.595256 -1.247489 -0.4 0.0 0.1
H 2.939148 -2.494174 1.219287 0.1 -0.2 -0.1
H 3.133282 -1.537101 -1.801032 0.2 0.1 0.0
H 3.044911 1.467890 1.828543 0.1 0.0 -0.1
H 3.366988 -1.246820 2.354702 -0.1 0.2 0.1
C 3.462277 -0.574956 -1.388463 -0.7 -0.1 -0.2
H 4.482266 1.207652 0.792311 -0.3 -0.2 -0.1
H 3.204700 0.219161 -2.099992 0.1 -0.1 0.2
H 3.057941 2.095135 0.169427 0.1 0.0 0.1
P -2.610694 -0.113081 0.173388 -1.2 -0.4 0.0
C -3.317001 1.502082 0.613535 0.6 0.2 -0.3
C -3.368138 -0.542497 -1.421960 0.3 0.0 -0.2
H -2.900963 -2.226970 1.308858 -0.3 0.3 0.1
H -4.461423 -1.331104 1.110329 0.4 0.1 0.0
H -3.266601 -0.836931 2.368575 0.0 -0.2 -0.2
C -3.390715 -1.242948 1.355712 0.4 -0.3 0.2
H -3.059633 -1.551603 -1.740831 -0.2 0.4 0.1
H -4.459065 -0.523816 -1.261247 0.4 0.0 -0.2
H -4.398031 1.417187 0.415058 0.3 0.1 0.1
H -2.864295 2.265779 -0.038972 -0.4 0.0 0.3
H -3.094082 0.195276 -2.191716 -0.2 -0.2 0.2
H -3.140028 1.746925 1.673296 -0.1 -0.1 -0.4
C -0.017899 2.154166 1.243804 0.6 -0.1 -1.6
O 0.247006 3.072537 0.505814 -0.3 -0.9 0.7
N -0.741071 2.078475 3.730853 0.7 0.3 -2.5
C -0.405195 2.242979 2.618109 -0.9 -0.1 3.2
```
Positions in Å, forces in eV/Å.

Values from the calculation:
Charge: +2
Molecular weight (g mol⁻¹): 491.0
HOMO (spin up / spin down) (eV): -15.53 / -15.06
Gap between HOMO and LUMO (spin up / spin down) (eV): 4.77 / 3.73
ΔE to the lowest compared entry with this formula, charge and spin (eV): 0.000
Energy (eV): -48128.6747
LUMO level (spin up / spin down) (eV): -10.76 / -11.33

---

Here is an isolated ion of composition C10H21INS and charge +1 in a non-equilibrium geometry from OMol25. Energies are from the ωB97M-V functional and the def2-TZVPD basis.

Structure (XYZ):
```
34
Properties=species:S:1:pos:R:3:forces:R:3
C -0.257638 2.394752 -0.618590 -1.2 -1.4 1.6
C -1.405412 1.880482 0.194671 0.1 -0.9 -1.1
C -0.391504 0.928054 -0.411331 -0.3 -1.6 -2.4
C -2.864147 1.891091 -0.307395 2.3 -1.4 3.4
C -0.949722 0.298825 -1.708020 0.4 -2.6 -1.2
C 1.211809 -2.481013 1.077877 -3.3 2.2 -1.8
C 1.234625 0.458414 1.628781 -3.3 3.3 0.0
C 0.280241 -1.437250 0.362552 0.3 -3.3 -3.3
C 2.150242 -0.007081 -0.680519 -2.7 1.6 -1.9
C 0.707877 0.057299 0.239875 1.5 -2.0 1.1
N -1.112495 -1.710893 0.891583 0.8 2.3 2.5
S 2.065611 -1.372834 -1.979268 0.7 0.6 0.5
I 4.011601 0.054474 0.395400 -0.2 -0.2 -0.7
H -0.606797 2.744714 -1.513511 0.1 1.2 -2.3
H 0.443706 2.861351 -0.027921 1.6 1.4 0.6
H -1.202702 1.982370 1.203325 -0.3 0.5 2.1
H -2.884734 1.505998 -1.270059 -0.7 -0.7 -1.4
H -3.182564 2.870930 -0.260119 -1.1 2.0 0.0
H -3.359777 1.282955 0.477073 -0.5 0.3 -0.9
H -1.571430 0.885096 -2.336271 -1.0 1.1 0.3
H -1.470945 -0.730481 -1.746162 0.4 1.4 0.9
H -0.247958 0.111495 -2.521231 1.2 -0.1 0.5
H 1.311468 -2.374139 2.066227 0.7 1.3 3.9
H 2.097975 -2.657051 0.647379 3.4 0.1 -1.8
H 0.785609 -3.415361 1.073053 -1.6 -2.4 -0.7
H 1.695477 -0.284069 2.186080 1.4 -1.4 0.4
H 0.383372 0.771302 2.368413 1.1 -0.1 -1.4
H 1.885570 1.325064 1.415599 -0.4 -0.3 1.0
H 0.125158 -1.927628 -0.726230 0.7 1.4 2.3
H 1.968289 0.967092 -1.329179 1.1 -1.8 1.5
H -1.739577 -1.080056 0.408856 -0.7 -0.1 -0.4
H -1.110971 -1.382627 1.892039 -0.3 -0.5 -0.9
H -1.369045 -2.689556 0.882876 -0.1 -0.2 -0.3
H 3.368779 -1.721723 -1.975851 -0.2 0.2 0.0
```
Positions in Å, forces in eV/Å.

Values from the calculation:
Charge: +1
Molecular weight (g mol⁻¹): 314.3
SMILES: C[C@@H]1C[C@@]1(C)[C@](C)([C@H](S)I)[C@@H](C)[NH3+]
HOMO (eV): -12.34
Gap between HOMO and LUMO (eV): 9.10
ΔE to the lowest compared entry with this formula, charge and spin (eV): 0.930
Energy (eV): -31126.4355
LUMO level (eV): -3.23

---

Here is a 2-piece molecular cluster, C10H21N2O2 overall in a non-equilibrium geometry from OMol25. Energies are from the ωB97M-V functional and the def2-TZVPD basis.

Structure (XYZ):
```
35
Properties=species:S:1:pos:R:3:forces:R:3
C -2.864994 -2.496146 -0.081904 1.7 -0.5 0.9
C -1.540876 -2.289524 0.125589 -0.5 -2.1 0.2
C -0.703436 -1.081935 -0.139186 -0.4 -0.8 -0.8
C -0.671949 -3.509501 0.477574 -2.2 -2.3 -1.0
C -3.142860 2.827219 1.140356 -2.5 -0.7 -1.0
C 2.894883 0.519467 -1.869033 1.8 -1.8 -0.3
C 2.043499 1.261665 0.413095 -3.3 -0.3 -1.8
C 3.760773 -0.495350 0.146903 -1.3 -2.9 1.9
C -1.829942 2.201776 0.907678 2.2 -0.5 1.0
C -1.785863 1.080363 -0.057914 0.4 0.3 1.2
N -1.154947 0.082386 0.306748 1.8 -1.8 1.0
N 2.606990 0.173554 -0.437492 -0.8 -1.0 -0.5
O 0.412235 -1.268103 -0.687126 -0.7 0.5 0.6
O -2.300447 1.059855 -1.234840 -1.3 0.7 -2.5
H -3.248270 -3.539529 0.047858 0.3 1.2 -0.2
H -3.558812 -1.718823 -0.275961 -0.5 0.6 -0.4
H -0.858682 -4.029356 1.454340 -0.3 0.8 -0.8
H 0.332828 -3.271774 0.444450 2.0 0.5 0.0
H -0.825349 -4.329355 -0.332682 0.2 1.3 1.3
H -3.739192 3.079084 0.219630 0.9 -0.1 0.4
H -3.014567 3.724771 1.662859 0.0 1.3 0.9
H -3.849472 2.174357 1.666818 0.3 0.1 0.3
H 3.310694 -0.492912 -2.276224 -0.4 2.1 0.5
H 1.988211 0.645511 -2.394382 -1.1 0.5 -0.4
H 3.609385 1.367981 -2.057129 -0.7 -0.9 0.6
H 2.605219 2.140534 0.258524 0.9 1.0 0.3
H 0.998522 1.461385 -0.091410 1.9 -0.2 1.2
H 1.841201 1.010385 1.472401 0.6 -0.2 -0.8
H 3.494005 -0.700196 1.247517 0.8 0.4 -1.6
H 3.856924 -1.488880 -0.356625 -0.1 0.7 0.5
H 4.690510 -0.031802 0.008388 1.1 1.2 0.0
H -1.139988 2.997173 0.513381 -0.2 -0.7 0.4
H -1.337670 1.654407 1.849213 -1.2 1.9 -1.8
H 1.803715 -0.620211 -0.558288 0.6 1.7 0.5
H -2.682266 1.901515 -1.513141 -0.2 0.1 0.1
```
Positions in Å, forces in eV/Å.

Values from the calculation:
Charge: +1
Molecular weight (g mol⁻¹): 201.3
HOMO (eV): -12.44
Gap between HOMO and LUMO (eV): 10.00
ΔE to the lowest compared entry with this formula, charge and spin (eV): 1.423
Energy (eV): -17777.6761
LUMO level (eV): -2.45

---

Here is a 2-piece molecular cluster, C10H21N3 overall in a non-equilibrium geometry from OMol25. Energies are from the ωB97M-V functional and the def2-TZVPD basis.

Structure (XYZ):
```
34
Properties=species:S:1:pos:R:3:forces:R:3
C -0.807380 -0.505971 1.126116 -0.8 0.0 0.3
C 0.184606 -1.556334 0.506640 -3.2 -1.0 1.3
C -2.922937 -0.247704 0.053031 3.3 0.1 -1.6
C -1.183158 -0.512547 2.582375 2.3 1.7 1.2
C -0.591993 -2.872919 0.129993 2.3 0.0 1.1
C 1.428659 -1.836921 1.333227 1.1 1.9 0.9
C 0.127664 2.760706 -0.660462 -2.1 -0.7 -0.3
C 2.370681 1.525251 -0.944519 -1.3 -1.4 -3.0
C 0.540938 1.215255 -2.675840 -1.3 0.3 0.7
C 0.856812 1.453444 -1.212625 -0.4 3.6 0.1
N -0.468473 0.701823 0.590860 0.9 -0.8 0.3
N 0.623404 -0.806261 -0.614853 1.3 -2.8 -2.1
N 0.311437 0.366439 -0.408198 -0.9 3.1 0.8
H -3.402663 -1.177049 0.198954 -0.9 -0.5 0.5
H -2.537503 -0.105376 -1.016187 -0.7 -0.1 1.7
H -2.987100 0.654653 0.637329 -0.5 -0.2 0.1
H -2.164664 -0.233133 2.820338 -1.7 0.2 -0.1
H -0.584113 0.296722 3.226739 -0.7 -1.7 -1.6
H -0.986166 -1.457914 3.045962 0.1 -0.7 0.2
H -1.109061 -3.344310 1.003092 0.5 0.6 -0.5
H 0.255221 -3.571481 -0.176081 -1.6 0.5 -0.3
H -1.324110 -2.571679 -0.587311 -0.3 -0.4 -0.8
H 2.134826 -2.381362 0.668071 -0.4 0.1 0.8
H 1.281254 -2.292397 2.360818 0.1 0.3 -1.4
H 1.865949 -0.765504 1.484660 -0.3 -1.9 0.1
H 0.125741 3.607343 -1.395279 0.5 -0.8 0.7
H -0.997859 2.483175 -0.437275 2.2 0.7 -0.9
H 0.451748 3.031359 0.360971 0.3 0.1 -0.8
H 2.471214 1.640544 0.074735 0.9 -0.6 2.3
H 2.905271 2.310806 -1.419026 -0.2 1.3 -0.5
H 2.729473 0.655642 -1.530204 0.5 -0.2 1.5
H 0.939765 1.906199 -3.370090 0.8 1.3 -0.2
H 1.018806 0.301074 -2.927998 -0.4 -1.3 -0.5
H -0.556290 1.328428 -2.827961 0.6 -0.9 0.0
```
Positions in Å, forces in eV/Å.

Values from the calculation:
Molecular weight (g mol⁻¹): 183.3
HOMO (spin up / spin down) (eV): -6.71 / -7.26
Gap between HOMO and LUMO (spin up / spin down) (eV): 7.32 / 7.89
ΔE to the lowest compared entry with this formula, charge and spin (eV): 3.757
Energy (eV): -15175.1122
LUMO level (spin up / spin down) (eV): 0.61 / 0.63

---

Here is a single C10H21N3O molecule in a non-equilibrium geometry from OMol25. Energies are from the ωB97M-V functional and the def2-TZVPD basis.

Structure (XYZ):
```
35
Properties=species:S:1:pos:R:3:forces:R:3
C 2.371829 1.776077 0.888265 4.0 -0.8 -4.4
C 1.868796 1.244674 -0.543437 0.5 2.1 0.1
C 2.258443 -1.125634 -0.914629 -0.1 -1.6 -0.2
C 3.435734 -1.408266 0.100377 -1.8 -2.1 1.0
C 0.453321 -0.455043 0.411321 -3.5 -1.7 5.4
C -1.547248 0.324765 1.487983 0.2 -1.8 1.3
C -2.790372 -0.532541 1.195415 -1.2 -0.9 2.7
C -2.531606 -1.404975 -0.907299 -1.3 -2.3 -0.6
C -2.713937 0.922133 -0.765861 0.0 0.6 0.4
C -1.150463 1.067375 -0.763501 -0.1 0.4 -0.1
H 2.973440 2.679934 0.686689 -0.7 0.1 0.3
H 1.686391 1.876210 1.616787 -2.6 0.5 2.2
H 3.172935 1.084112 1.234979 -0.8 0.2 -0.1
H 2.720330 1.101660 -1.256648 -0.3 0.4 1.0
H 1.260289 2.057240 -1.140687 0.4 -1.7 1.5
H 2.605470 -0.740944 -1.931827 -0.4 -0.9 1.3
H 1.586675 -2.038876 -0.996209 1.1 0.9 -0.3
H 2.881021 -1.843108 1.075983 1.3 2.0 -1.8
H 4.133775 -2.303545 -0.049279 -0.8 1.6 -0.8
H 3.915153 -0.427652 0.129530 0.6 -0.6 0.9
H -1.088298 -0.093517 2.415150 -0.2 0.9 -0.6
H -1.989149 1.287134 1.562934 0.0 1.2 0.9
H -2.728739 -1.700980 1.328283 0.2 2.4 0.2
H -3.614315 -0.150508 1.940197 1.4 -0.7 -1.1
H -1.420419 -1.815341 -0.740423 -2.2 1.7 -0.1
H -2.785861 -1.185404 -1.940351 0.8 0.0 -0.5
H -3.184476 -2.317334 -0.783948 0.8 0.6 0.3
H -3.059490 1.938656 -0.267611 -0.2 -2.4 -1.1
H -2.992356 0.766749 -1.837020 -0.2 1.1 0.9
H -0.651748 0.585315 -1.659664 -0.7 1.0 0.9
H -1.140696 2.210004 -0.734016 1.3 -1.3 -0.3
N 1.351042 -0.091637 -0.392944 5.2 0.2 -5.0
N -0.556897 0.444586 0.445461 -2.4 0.7 -0.1
N -3.228668 -0.319520 -0.131246 1.9 -0.6 -2.4
O 0.500089 -1.411796 1.237263 -0.1 0.9 -1.8
```
Positions in Å, forces in eV/Å.

Values from the calculation:
Molecular weight (g mol⁻¹): 199.3
SMILES: CCN(CC)C(=O)N1CCN(C)CC1
HOMO (eV): -8.22
Gap between HOMO and LUMO (eV): 9.00
ΔE to the lowest compared entry with this formula, charge and spin (eV): 3.930
Energy (eV): -17224.9400
LUMO level (eV): 0.78